No. 1
Entry from the Open Molecules 2025 dataset: a 11-piece molecular cluster, C29H80N2O11 overall in a non-equilibrium geometry (ωB97M-V with the def2-TZVPD basis set).

Cartesian coordinates (Å):
N: 2.625 -0.143 -2.148
C: 2.529 -1.338 -1.654
N: 3.580 -1.740 -1.041
O: 1.460 -2.226 -1.903
H: 1.890 0.092 -2.810
H: 3.402 0.523 -1.973
H: 3.488 -2.668 -0.511
H: 4.235 -1.083 -0.612
C: -1.435 -3.959 -2.283
C: -2.742 -3.244 -1.885
C: -2.481 -2.270 -0.739
O: -3.279 -2.524 -2.742
H: -1.045 -4.480 -1.446
H: -0.670 -3.237 -2.508
H: -1.662 -4.717 -2.992
H: -3.491 -4.033 -1.534
H: -2.088 -2.753 0.145
H: -3.312 -1.639 -0.402
H: -1.686 -1.571 -1.017
H: -3.204 -2.999 -3.560
C: 0.505 3.887 2.147
C: 0.769 4.799 0.973
C: 2.234 4.649 0.551
O: 0.117 4.552 -0.048
H: 0.805 2.860 1.897
H: -0.537 3.788 2.478
H: 1.179 3.978 2.983
H: 0.557 5.849 1.290
H: 2.957 4.965 1.340
H: 2.441 5.215 -0.362
H: 2.495 3.578 0.386
H: -0.671 5.059 -0.044
C: 0.705 -5.406 0.592
C: 0.496 -4.071 1.238
C: 0.843 -4.278 2.719
O: 1.152 -3.152 0.740
H: 0.724 -5.352 -0.535
H: -0.111 -6.068 0.846
H: 1.623 -5.849 0.946
H: -0.557 -3.849 1.111
H: 0.708 -3.394 3.294
H: 1.843 -4.608 2.901
H: 0.122 -4.959 3.216
H: 0.793 -2.906 -0.117
C: -3.966 -4.483 5.017
C: -3.466 -3.087 4.924
C: -2.148 -2.990 4.177
O: -4.317 -2.292 4.458
H: -4.354 -4.819 4.048
H: -4.804 -4.517 5.638
H: -3.248 -5.215 5.352
H: -3.263 -2.899 6.031
H: -1.555 -3.842 4.512
H: -1.597 -2.112 4.403
H: -2.276 -3.064 3.078
H: -4.620 -2.649 3.628
C: -0.489 0.331 -2.714
C: -1.537 0.245 -3.836
C: -1.220 -0.756 -4.989
O: -2.693 0.023 -3.440
H: 0.433 0.760 -3.087
H: -0.389 -0.651 -2.254
H: -0.926 0.996 -1.959
H: -1.604 1.211 -4.270
H: -1.905 -0.610 -5.835
H: -1.352 -1.740 -4.683
H: -0.187 -0.554 -5.269
H: -2.767 -0.829 -3.010
C: 2.163 0.332 1.315
C: 0.713 0.137 0.893
C: -0.159 -0.534 1.957
O: 0.075 1.116 0.515
H: 2.771 0.839 0.489
H: 2.589 -0.656 1.494
H: 2.247 0.921 2.272
H: 0.780 -0.604 0.114
H: 0.495 -1.320 2.401
H: -1.126 -0.849 1.681
H: -0.222 0.175 2.790
H: 0.652 1.510 -0.214
C: -0.297 3.954 -3.383
C: 1.139 3.427 -3.065
C: 2.248 4.448 -3.123
O: 1.261 2.784 -1.945
H: -0.492 3.827 -4.435
H: -0.508 4.953 -3.114
H: -1.063 3.337 -2.978
H: 1.418 2.621 -3.815
H: 2.285 4.878 -4.094
H: 3.220 4.059 -3.011
H: 2.084 5.284 -2.495
H: 1.030 3.348 -1.224
C: 7.073 1.640 -2.551
C: 6.025 1.552 -1.432
C: 4.983 2.623 -1.479
O: 5.333 0.505 -1.467
H: 7.874 0.929 -2.279
H: 7.457 2.659 -2.642
H: 6.804 1.393 -3.571
H: 6.481 1.670 -0.420
H: 4.265 2.723 -0.637
H: 4.429 2.464 -2.368
H: 5.497 3.545 -1.513
H: 5.922 -0.239 -1.647
C: -2.609 1.267 4.009
C: -3.916 0.947 3.278
C: -3.780 -0.011 2.062
O: -4.827 0.427 3.902
H: -1.996 1.759 3.242
H: -2.121 0.406 4.427
H: -2.825 2.029 4.844
H: -4.274 1.873 2.893
H: -4.707 -0.107 1.515
H: -3.443 -1.044 2.356
H: -2.983 0.312 1.393
H: -4.641 -0.508 3.984
C: -2.990 2.209 -0.522
O: -2.210 2.706 0.524
H: -2.673 2.685 -1.463
H: -3.980 2.613 -0.288
H: -3.098 1.118 -0.632
H: -1.441 2.155 0.607

Properties
- ΔE to the lowest compared entry with this formula, charge and spin: 241.6 kcal per mole
- Spin multiplicity: 1
- Gap between HOMO and LUMO: 9.18 eV

No. 2
Entry from the Open Molecules 2025 dataset: a 8-piece molecular cluster, C29H81N9O8 overall in a non-equilibrium geometry (ωB97M-V with the def2-TZVPD basis set).

Cartesian coordinates (Å):
C: -5.972 5.108 1.991
O: -5.392 3.894 1.587
C: -4.982 3.007 2.565
C: -4.047 1.917 1.965
C: -3.809 0.651 2.687
N: -2.779 2.462 1.787
H: -7.056 5.175 1.902
H: -5.520 5.952 1.470
H: -5.734 5.337 3.030
H: -4.381 3.508 3.324
H: -5.852 2.591 3.074
H: -4.488 1.691 0.995
H: -3.119 -0.009 2.162
H: -4.715 0.096 2.930
H: -3.320 0.848 3.641
H: -2.978 3.261 1.203
H: -2.525 2.883 2.670
C: 1.049 -3.095 4.463
O: 2.049 -2.156 4.275
C: 3.353 -2.553 4.714
C: 3.995 -3.606 3.772
C: 5.415 -4.065 4.266
N: 4.301 -3.125 2.444
H: 0.076 -2.603 4.471
H: 1.153 -3.624 5.410
H: 1.176 -3.781 3.626
H: 3.923 -1.624 4.737
H: 3.496 -2.928 5.727
H: 3.365 -4.495 3.731
H: 6.179 -3.287 4.257
H: 5.751 -4.897 3.647
H: 5.516 -4.447 5.282
H: 3.504 -2.612 2.094
H: 5.017 -2.414 2.490
C: 4.051 2.879 5.878
O: 2.886 3.581 6.166
C: 1.730 3.130 5.482
C: 0.599 4.070 5.956
C: 0.248 3.854 7.396
N: -0.585 3.773 5.217
H: 3.988 2.684 4.808
H: 4.053 1.925 6.405
H: 4.971 3.379 6.181
H: 1.757 3.310 4.408
H: 1.575 2.056 5.593
H: 0.892 5.093 5.719
H: -0.096 2.849 7.640
H: -0.557 4.532 7.681
H: 1.092 3.961 8.078
H: -1.069 2.992 5.636
H: -1.229 4.478 5.549
C: 4.952 3.145 -0.429
O: 5.347 4.482 -0.445
C: 5.312 5.263 0.749
C: 5.803 6.660 0.539
C: 7.227 6.730 -0.153
N: 5.851 7.420 1.788
H: 4.379 2.892 0.463
H: 5.770 2.440 -0.575
H: 4.108 2.932 -1.085
H: 4.266 5.268 1.052
H: 5.931 4.918 1.578
H: 5.017 7.118 -0.061
H: 8.001 6.147 0.347
H: 7.546 7.772 -0.178
H: 7.201 6.364 -1.179
H: 4.911 7.547 2.134
H: 6.160 8.337 1.497
C: 0.536 1.708 -5.817
O: 0.567 0.274 -5.449
C: 0.903 -0.548 -6.562
C: 1.246 -1.949 -6.153
C: 2.461 -2.003 -5.124
N: 1.512 -2.784 -7.307
H: -0.435 2.075 -6.148
H: 1.308 2.084 -6.488
H: 0.622 2.340 -4.934
H: -0.023 -0.596 -7.135
H: 1.689 -0.181 -7.222
H: 0.333 -2.386 -5.748
H: 2.718 -3.027 -4.853
H: 2.161 -1.393 -4.272
H: 3.296 -1.390 -5.462
H: 0.698 -2.866 -7.898
H: 1.647 -3.697 -6.897
C: -0.531 -8.466 1.859
O: -0.896 -7.963 0.541
C: -0.920 -6.551 0.365
C: -1.183 -6.288 -1.109
C: -0.315 -6.851 -2.192
N: -1.088 -4.855 -1.331
H: -1.019 -9.421 2.057
H: -0.710 -7.730 2.642
H: 0.554 -8.559 1.895
H: -1.750 -6.193 0.975
H: 0.010 -6.024 0.579
H: -2.211 -6.589 -1.312
H: 0.723 -6.818 -1.862
H: -0.591 -6.562 -3.206
H: -0.701 -7.869 -2.239
H: -0.157 -4.519 -1.128
H: -1.333 -4.658 -2.290
C: -5.038 -0.710 -4.574
O: -5.728 -1.266 -5.727
C: -6.767 -0.446 -6.159
C: -7.320 -1.164 -7.390
C: -8.613 -0.440 -7.949
N: -7.728 -2.525 -6.958
H: -4.323 -1.430 -4.175
H: -5.651 -0.481 -3.702
H: -4.489 0.165 -4.922
H: -7.542 -0.484 -5.394
H: -6.422 0.552 -6.426
H: -6.496 -1.189 -8.103
H: -9.305 -0.138 -7.163
H: -9.146 -1.162 -8.567
H: -8.319 0.435 -8.529
H: -8.629 -2.505 -6.502
H: -7.069 -2.481 -6.194
N: 0.790 0.006 0.980
C: 1.004 -0.543 -0.162
N: 0.151 -0.052 -1.041
O: 1.858 -1.409 -0.354
H: -0.052 0.563 0.989
H: 1.318 -0.361 1.759
H: -0.020 -0.532 -1.913
H: -0.322 0.812 -0.819

Properties
- ΔE to the lowest compared entry with this formula, charge and spin: 115.2 kcal per mole
- Spin multiplicity: 1
- Gap between HOMO and LUMO: 8.85 eV

Calculated values (eV) of energy for the records, taken in order: -56863.92581, -61170.09492.